Entry 1:
A cluster of 2 separate species, C8H13BN2 in total in a non-equilibrium geometry. Source: the Open Molecules 2025 dataset; level of theory: ωB97M-V with the def2-TZVPD basis set.

- HOMO level (eV) = -7.99
- energy above the lowest of the compared OMol25 structures with the same formula, charge and spin (kcal per mole) = 33.51

Last column: Mulliken charge in e.
Atoms and positions in Å:
N 3.46 1.54 0.53  -0.4288
N 2.71 -0.64 0.98  0.0930
C 3.52 1.22 -0.73  0.0966
C 2.41 -0.88 -0.34  -0.2868
C -1.83 -2.50 -0.19  -1.1481
C -0.63 1.37 -0.41  -0.4883
C 0.03 2.39 0.49  -0.8121
C 3.18 0.54 1.49  -0.4479
C 2.86 0.06 -1.25  -0.4382
C -1.12 -1.32 0.59  -0.0435
B -1.00 -0.04 0.13  -0.1362
H -1.55 1.84 -0.79  0.3552
H -0.59 2.57 1.49  0.2352
H -1.02 -1.74 1.63  0.2612
H -2.81 -2.70 0.24  0.3288
H 2.68 0.07 -2.32  0.3723
H -2.07 -2.15 -1.19  0.3341
H 1.00 2.05 0.73  0.1846
H 0.19 3.45 -0.03  0.2835
H 2.26 -1.29 1.64  0.2820
H -1.21 -3.38 -0.08  0.3073
H 3.95 1.87 -1.56  0.2775
H 1.94 -1.83 -0.47  0.4539
H -0.09 1.20 -1.30  0.3646


Entry 2:
A structure of composition C8H13Br3N3O5S3 in a non-equilibrium geometry. Source: the Open Molecules 2025 dataset; level of theory: ωB97M-V with the def2-TZVPD basis set.

- HOMO level (eV) = -5.45
- total charge = -1

Last column: Mulliken charge in e.
Atoms and positions in Å:
Br -0.26 -2.39 -1.39  -0.0701
Br -3.21 -2.64 -3.61  -0.1404
Br 6.45 1.02 4.18  -0.2748
S -3.04 0.88 -0.97  -0.1535
S 2.82 1.59 0.90  0.9962
S 4.79 0.51 2.71  0.9133
O 2.43 0.10 0.78  -0.5635
O 5.50 0.06 1.39  -0.5162
O 4.09 -0.76 3.33  -0.5302
O 3.85 2.06 -0.20  -0.6469
O -3.03 -0.49 1.51  -0.1895
N -3.51 1.96 1.90  -0.2261
N 3.67 1.83 2.45  -0.4848
N -3.50 1.34 3.17  -0.2826
C -0.06 1.95 0.32  -0.4513
C -1.51 -3.59 -3.68  -0.5962
C -1.02 -3.94 -2.30  -0.5801
C -0.12 1.36 -1.21  -0.2021
C -3.20 -0.13 2.94  0.0230
C -3.23 0.85 0.90  0.3187
C -1.31 0.27 -1.48  -0.4896
C 1.33 2.72 0.72  -0.7789
H -1.17 -0.76 -0.90  0.1100
H 1.50 3.62 0.00  0.3291
H -1.32 -0.03 -2.64  0.3538
H -0.20 -4.67 -2.35  0.3182
H -0.81 -2.96 -4.24  0.3559
H -3.10 -1.04 3.67  0.3140
H 1.15 3.19 1.80  0.3602
H -0.94 2.74 0.48  0.3844
H -1.71 -4.50 -4.26  0.3575
H 0.92 0.83 -1.42  0.2241
H -1.80 -4.34 -1.65  0.3629
H -0.23 2.29 -1.94  0.2489
H -0.22 1.07 1.08  0.2066


Entry 3:
An isolated molecule of C8H13BrN2O3S in a non-equilibrium geometry. Source: the Open Molecules 2025 dataset; level of theory: ωB97M-V with the def2-TZVPD basis set.

- HOMO level (eV) = -8.69
- energy above the lowest of the compared OMol25 structures with the same formula, charge and spin (kcal per mole) = 94.68

Last column: Mulliken charge in e.
Atoms and positions in Å:
Br 1.97 -2.02 0.79  0.0020
S 3.55 2.13 0.57  0.0058
O -0.44 -0.97 -0.18  -0.1629
O 1.79 0.76 -0.48  0.0505
O -2.24 -1.04 -1.56  -0.6643
N -2.50 -0.58 0.59  0.0771
N 0.88 0.35 -1.61  -0.1196
C 2.53 1.70 2.00  -0.6334
C -3.94 -0.46 0.49  -0.9962
C -1.85 -0.42 1.92  -0.9337
C 2.86 1.42 -0.77  -0.2906
C 0.45 -1.03 -1.28  0.2305
C 1.67 -1.85 -1.02  -0.5720
C -1.78 -0.88 -0.46  0.6556
C 1.72 0.51 -2.80  -1.0350
H -2.10 0.41 2.48  0.4306
H -2.11 -1.22 2.65  0.3083
H 2.64 0.61 2.40  0.1612
H -4.17 0.52 0.62  0.3694
H 1.08 0.16 -3.59  0.4277
H 2.56 -0.07 -2.81  0.5344
H 2.94 2.26 2.87  0.3533
H -4.37 -0.70 -0.52  0.3001
H 1.58 1.76 1.67  0.1716
H 0.17 -1.53 -2.27  0.4850
H -4.22 -1.15 1.35  0.2912
H -0.84 -0.26 1.87  0.2419
H 2.16 1.60 -2.92  0.3115


Entry 4:
A structure of composition C8H13Cl2MgO6 in a non-equilibrium geometry. Source: the Open Molecules 2025 dataset; level of theory: ωB97M-V with the def2-TZVPD basis set.

- HOMO level (eV) = -4.73
- total charge = -1
- energy above the lowest of the compared OMol25 structures with the same formula, charge and spin (kcal per mole) = 17.29

Last column: Mulliken charge in e.
Atoms and positions in Å:
Cl -1.36 0.98 1.82  -0.1074
Cl -3.24 -0.04 -0.74  -0.0943
Mg 0.03 -0.10 0.40  1.0832
O -0.53 -1.91 0.95  -0.7003
O 1.67 0.66 1.10  -0.7543
O 0.95 -1.93 -0.56  -0.5685
O -0.13 0.73 -1.41  -0.7765
O 1.40 0.25 -2.91  -0.6422
O 3.38 -0.18 0.01  -0.6038
C -3.11 0.57 1.99  -0.4267
C 3.89 1.38 1.75  -1.1561
C -0.01 -4.10 0.00  -1.2333
C 0.18 -2.61 0.15  1.2636
C 2.94 0.54 0.91  0.7266
C 0.44 0.92 -2.55  0.6460
C -3.88 0.76 0.69  -0.4545
C 0.14 2.25 -3.27  -1.0851
H -3.14 -0.50 2.19  0.2785
H 0.74 2.23 -4.19  0.3288
H -4.00 1.80 0.40  0.2842
H -0.77 -4.53 0.65  0.3151
H -4.88 0.39 0.93  0.3280
H -0.11 -4.36 -1.06  0.2932
H -3.55 1.11 2.82  0.3724
H -0.92 2.38 -3.48  0.2701
H 0.87 -4.69 0.28  0.3168
H 3.91 2.42 1.43  0.2493
H 3.72 1.49 2.83  0.3098
H 4.88 0.93 1.69  0.3027
H 0.49 3.17 -2.80  0.2347


Entry 5:
An isolated molecule of C8H13ClN2O in a non-equilibrium geometry. Source: the Open Molecules 2025 dataset; level of theory: ωB97M-V with the def2-TZVPD basis set.

- HOMO level (eV) = -8.10
- SMILES string = CCC/C=C(\Cl)NCN=C=CO
- energy above the lowest of the compared OMol25 structures with the same formula, charge and spin (kcal per mole) = 71.09

Last column: Mulliken charge in e.
Atoms and positions in Å:
Cl -0.23 2.66 0.06  -0.2314
O 6.33 -0.02 0.40  -0.4863
N 3.09 -0.85 -0.55  -0.4062
N 1.41 0.49 0.48  -0.2320
C 0.14 0.92 0.30  0.2212
C -2.34 0.50 0.42  -0.8131
C 5.36 0.22 -0.53  -0.3882
C -0.91 0.11 0.46  -0.2556
C 4.16 -0.23 -0.39  0.2567
C -3.28 -0.56 -0.39  -0.2856
C 1.78 -0.82 -0.05  -0.1768
C -4.73 -0.09 -0.37  -1.0785
H -2.51 1.39 -0.13  0.4233
H -3.25 -1.56 0.19  0.2407
H -4.83 0.59 0.50  0.3041
H -5.14 0.26 -1.29  0.2955
H 5.65 0.91 -1.20  0.4124
H -0.63 -0.85 0.98  0.2385
H 5.87 -0.62 1.02  0.2952
H 1.78 -1.55 0.74  0.2486
H 2.23 1.12 0.41  0.2402
H 1.07 -1.14 -0.96  0.2675
H -2.83 0.75 1.41  0.2655
H -5.28 -0.99 -0.13  0.3103
H -2.92 -0.64 -1.40  0.3339


Entry 6:
A cluster of 3 separate species, C8H13ClNO in total in a non-equilibrium geometry. Source: the Open Molecules 2025 dataset; level of theory: ωB97M-V with the def2-TZVPD basis set.

- HOMO level (eV) = -14.68
- total charge = +1
- energy above the lowest of the compared OMol25 structures with the same formula, charge and spin (kcal per mole) = 32.07

Last column: Mulliken charge in e.
Atoms and positions in Å:
Cl 2.30 -3.41 -0.89  -0.2700
O 4.31 2.87 1.52  -0.0536
N 1.50 -0.39 0.84  -0.0380
C 0.20 -0.17 0.82  0.2745
C 3.78 1.88 1.49  -0.0115
C -1.94 -0.36 -0.20  -0.0655
C -0.89 -1.24 0.61  -0.6310
C -1.39 0.18 -1.52  -0.7360
C -0.29 1.19 -1.13  -0.7722
C -1.84 0.91 0.68  -0.9010
C -0.35 1.16 0.46  0.0383
H -0.87 -0.55 -2.24  0.3085
H -0.06 2.06 1.00  0.5026
H 1.88 -1.27 0.85  0.1402
H 2.14 0.40 0.97  0.1163
H -2.06 0.64 1.69  0.3940
H 2.55 -4.58 -1.32  0.2694
H -0.38 -2.14 0.19  0.3368
H -2.87 -0.81 -0.52  0.3926
H -0.26 2.18 -1.48  0.3899
H -2.22 0.39 -2.24  0.3922
H 0.66 0.75 -1.59  0.3014
H -2.54 1.77 0.32  0.3025
H -1.35 -1.47 1.67  0.3198


Entry 7:
An isolated molecule of C8H13ClO3 in a non-equilibrium geometry. Source: the Open Molecules 2025 dataset; level of theory: ωB97M-V with the def2-TZVPD basis set.

- HOMO level (eV) = -11.26
- SMILES string = CC(C)CC[C@@H]1OC(=O)O[C@@H]1Cl

Last column: Mulliken charge in e.
Atoms and positions in Å:
Cl -3.39 -0.77 1.54  -0.1984
O -3.27 3.12 -0.04  -0.5451
O -3.81 0.93 -0.38  -0.3089
O -1.74 1.43 0.22  -0.3130
C 1.93 -0.57 1.48  -1.7485
C -3.12 -0.27 -0.17  0.0615
C 1.99 -0.66 -0.04  1.0231
C -0.59 -0.72 -0.02  -0.6180
C 0.69 -0.26 -0.72  -1.3393
C -2.96 1.95 -0.06  0.5654
C 3.08 0.31 -0.53  -1.6778
C -1.72 0.16 -0.44  -0.1868
H 3.04 1.18 0.10  0.3977
H 2.93 -0.47 1.86  0.4643
H -3.47 -1.10 -0.74  0.4310
H -0.86 -1.71 -0.37  0.3339
H -1.61 0.38 -1.49  0.3908
H 2.86 0.66 -1.53  0.4254
H 2.27 -1.64 -0.35  0.3322
H 0.69 -0.73 -1.70  0.3562
H 1.32 0.24 1.82  0.3518
H 1.54 -1.49 1.90  0.3879
H -0.53 -0.67 1.05  0.4994
H 4.07 -0.12 -0.47  0.4099
H 0.64 0.80 -0.90  0.5052


Entry 8:
A structure of composition C8H13CuGaNO in a non-equilibrium geometry. Source: the Open Molecules 2025 dataset; level of theory: ωB97M-V with the def2-TZVPD basis set.

- HOMO level (eV) = -6.90

Last column: Mulliken charge in e.
Atoms and positions in Å:
Ga 0.79 -2.02 -1.31  0.2611
Cu 3.67 -0.30 2.11  0.5077
O -1.37 -1.45 0.51  -0.4541
N 1.85 -0.11 0.64  -0.2713
C 2.12 1.12 1.10  0.0422
C 1.28 2.24 -0.83  -0.4317
C -2.16 -0.36 0.18  0.0036
C 0.99 0.98 -1.33  -0.5307
C 1.28 -0.16 -0.56  0.1440
C 1.85 2.27 0.44  -0.2298
C -1.14 -2.32 -0.65  -0.7195
C -2.46 0.49 1.41  -1.2684
H -2.47 1.55 1.13  0.3322
H -3.43 0.27 1.85  0.3229
H -1.82 -2.01 -1.44  0.3511
H -1.70 0.30 -0.58  0.1329
H -1.32 -3.34 -0.31  0.2926
H 2.09 3.22 0.90  0.3706
H 2.56 1.07 2.08  0.2532
H 1.06 3.15 -1.37  0.4287
H -3.12 -0.70 -0.22  0.4130
H 0.52 0.87 -2.30  0.3959
H 0.84 -2.01 -2.92  -0.3118
H -1.70 0.38 2.19  0.2899
H 1.79 -3.14 -0.73  -0.3241